1.
96
Properties=species:S:1:pos:R:3:lowdin_charge:R:1 method="wB97M-V/def2-TZVPD" homo_ha="-0.457 / -0.457" homo_lumo_gap_ev="5.8 / 5.8" charge=+2 relative_energy_ev=0.0000
Lu 0.1752 0.2941 -0.6017 1.3443
P -0.8110 2.2582 1.0447 1.0104
C -0.1771 -0.4784 1.4847 -0.2486
O -0.4603 -0.9806 2.5012 0.1189
P 2.0637 -1.5286 0.2148 1.0169
C -2.4838 2.0589 1.7449 -0.3673
C -1.0826 3.3129 -0.4506 -0.3955
C 0.0124 3.4006 2.2044 -0.3665
C 3.3238 -1.6753 1.5284 -0.3469
C 1.4409 -3.2520 0.1031 -0.3503
C 3.0554 -1.3134 -1.3297 -0.3739
C -2.8388 2.5702 3.0033 -0.0593
C -4.1089 2.3152 3.5296 -0.0479
C -5.0415 1.5655 2.8051 -0.0441
C -4.6779 1.0279 1.5613 -0.0540
C -3.4107 1.2692 1.0353 -0.1059
H -2.1236 3.1579 3.5789 0.1041
H -4.3644 2.7026 4.5175 0.1194
H -6.0391 1.3856 3.2097 0.1196
H -5.3833 0.4129 0.9998 0.1157
H -3.1376 0.8317 0.0682 0.0792
C 0.4588 2.8802 3.4357 -0.1372
C 1.0356 3.7236 4.3886 -0.0703
C 1.1981 5.0882 4.1245 -0.0456
C 0.8025 5.5987 2.8852 -0.0476
C 0.2174 4.7635 1.9271 -0.0603
H 0.3588 1.8115 3.6392 0.0999
H 1.3697 3.3052 5.3386 0.1169
H 1.6418 5.7439 4.8780 0.1215
H 0.9554 6.6537 2.6591 0.1186
H -0.0740 5.1757 0.9619 0.1051
C -2.3194 3.8963 -0.7552 -0.0535
C -2.4616 4.6967 -1.8919 -0.0389
C -1.3737 4.9014 -2.7461 -0.0546
C -0.1384 4.3175 -2.4556 -0.0729
C 0.0208 3.5446 -1.3065 -0.1532
H -3.1795 3.7270 -0.1057 0.1147
H -3.4278 5.1503 -2.1204 0.1247
H -1.4918 5.5126 -3.6456 0.1248
H 0.7081 4.4644 -3.1317 0.1206
H 1.0151 3.1413 -1.0603 0.0959
C 1.1735 -3.8514 -1.1360 -0.1114
C 0.7075 -5.1592 -1.1985 -0.0601
C 0.4604 -5.8780 -0.0252 -0.0500
C 0.6322 -5.2533 1.2136 -0.0543
C 1.1091 -3.9437 1.2803 -0.0832
H 1.3286 -3.2921 -2.0605 0.1090
H 0.5189 -5.6187 -2.1711 0.1217
H 0.1055 -6.9116 -0.0816 0.1230
H 0.3958 -5.7941 2.1330 0.1192
H 1.2372 -3.4615 2.2504 0.1039
C 2.9982 -1.2864 2.8417 -0.1289
C 3.9285 -1.4347 3.8751 -0.0667
C 5.1923 -1.9732 3.6193 -0.0473
C 5.5259 -2.3519 2.3162 -0.0446
C 4.6028 -2.1979 1.2742 -0.0570
H 2.0227 -0.8463 3.0497 0.0731
H 3.6564 -1.1168 4.8817 0.1157
H 5.9119 -2.0911 4.4328 0.1211
H 6.5118 -2.7678 2.1069 0.1191
H 4.8849 -2.4845 0.2625 0.0937
C 3.7613 -2.3611 -1.9416 -0.0966
C 4.4198 -2.1584 -3.1626 -0.0269
C 4.4198 -0.8912 -3.7510 -0.0385
C 3.7609 0.1729 -3.1204 -0.0622
C 3.0957 -0.0233 -1.9091 -0.1440
H 3.7957 -3.3541 -1.4822 0.1200
H 4.9320 -2.9929 -3.6481 0.1265
H 4.9378 -0.7271 -4.6961 0.1228
H 3.7707 1.1643 -3.5719 0.1160
H 2.6620 0.8506 -1.3796 0.0724
H 3.2475 1.7605 3.0925 0.0233
H 3.7097 1.9431 2.5461 0.0469
C -2.8333 -4.9122 -1.5688 -0.0790
C -2.6406 -4.2739 -0.3404 -0.0761
C -2.0384 -3.0243 -0.2901 -0.0435
C -1.7414 -2.3606 -1.4893 -0.3376
C -1.9443 -2.9967 -2.7284 -0.0308
C -2.4977 -4.2712 -2.7673 -0.0661
N -1.3214 -1.0210 -1.4522 -0.1559
C -2.0408 -0.0995 -2.2591 -0.3677
C -1.3158 0.8225 -3.0556 -0.0973
C -2.0339 1.6856 -3.8736 -0.0819
C -3.4263 1.7125 -3.8290 -0.0688
C -4.1447 0.7794 -3.0707 -0.0401
C -3.4489 -0.1509 -2.3068 -0.0308
H -3.2491 -5.9238 -1.5990 0.1140
H -2.9483 -4.7630 0.5827 0.1152
H -1.8154 -2.5168 0.6512 0.0918
H -1.6816 -2.4497 -3.6369 0.1243
H -2.6720 -4.7533 -3.7286 0.1144
H -0.2108 0.7303 -3.1130 0.0952
H -1.4944 2.3765 -4.5223 0.1156
H -3.9631 2.4763 -4.4003 0.1184
H -5.2367 0.7687 -3.0726 0.1215
H -3.9648 -0.9354 -1.7423 0.1326


2.
13
Properties=species:S:1:pos:R:3:nbo_charge:R:1 method="wB97M-V/def2-TZVPD" homo_ha=-0.344 homo_lumo_gap_ev=9.2 relative_energy_ev=3.1561
C 1.7828 0.1278 -0.0775 -0.4722
C 1.2274 -1.2612 -0.3272 -0.4752
C -2.4696 1.1186 0.1127 -0.3055
C -1.2750 0.4773 -0.0412 -0.1578
C 0.6583 -0.3946 0.7123 -0.0230
Cl -3.4683 1.4080 -1.2676 -0.0049
Br 0.6285 -0.7142 2.5560 0.1170
H 2.7439 0.2347 0.4077 0.2328
H 1.5879 0.8932 -0.8161 0.2398
H 0.6660 -1.4200 -1.2373 0.2361
H 1.7977 -2.1271 -0.0218 0.2359
H -2.8677 1.4826 1.0440 0.2199
H -1.0118 0.1749 -1.0439 0.1572


3.
17
Properties=species:S:1:pos:R:3:mulliken_spin:R:1 method="wB97M-V/def2-TZVPD" homo_ha="-0.406 / -0.583" homo_lumo_gap_ev="8.4 / 7.3" charge=+1 spin_multiplicity=3 relative_energy_ev=3.9358
C 0.3910 -2.1482 1.3973 0.8884
C -1.4001 0.6752 0.2606 0.1433
C 0.2161 -0.7802 -0.7355 -0.0002
C -0.1959 0.2337 1.0991 0.2428
C -0.0818 0.6934 -0.4648 0.1616
C 0.5492 1.6833 -1.2942 -0.0050
N 0.1215 -1.1128 0.7054 0.5061
H 0.2939 -2.0714 2.5453 0.0058
H 0.7039 -3.0805 0.8343 0.0080
H -2.2607 -0.0286 0.1383 0.0183
H -1.7200 1.6630 0.6153 0.0005
H -0.3477 -1.4050 -1.3534 -0.0033
H 1.1805 -0.8424 -1.1943 0.0046
H 0.0096 0.4798 2.0701 0.0007
H 1.6775 1.5484 -1.3928 0.0009
H 0.6397 2.7660 -0.9601 0.0024
H 0.2232 1.7263 -2.2708 0.0252


4.
64
Properties=species:S:1:pos:R:3:nbo_charge:R:1 method="wB97M-V/def2-TZVPD" homo_ha=-0.333 homo_lumo_gap_ev=7.2 relative_energy_ev=0.8262
Cl 1.2552 5.2652 -1.9157 -0.2608
B 1.3214 3.4966 -2.4950 0.5136
Cl 2.4969 3.2584 -3.9360 -0.2818
Cl 2.1240 2.5374 -0.9862 -0.3792
O 0.0396 2.9407 -2.7845 -0.7506
C -0.6697 1.9880 -2.0448 0.2440
C -2.0125 2.5933 -1.5991 0.0047
C -3.2811 2.0137 -1.6991 -0.2260
C -4.4075 2.7355 -1.2667 -0.2293
C -4.2612 4.0495 -0.7973 -0.0553
Cl -5.6287 4.9598 -0.3076 0.0208
C -2.9915 4.6422 -0.7387 -0.2040
C -1.8805 3.8704 -1.0740 -0.1991
H -0.0897 1.7391 -1.1178 0.2026
H -3.4410 1.0197 -2.1001 0.2002
H -5.4104 2.3153 -1.3228 0.2249
H -2.8695 5.6810 -0.4444 0.2339
H -0.8786 4.2902 -0.9774 0.2546
F 0.1088 0.2679 2.6086 -0.3752
C 0.3681 -0.8298 1.7194 0.3324
C 1.1983 -1.8647 2.5117 -0.0819
C 1.3786 -1.7415 3.8907 -0.1515
C 2.2031 -2.6431 4.5667 -0.2176
C 2.8552 -3.6619 3.8661 -0.2161
C 2.6439 -3.8092 2.4919 -0.2025
C 1.7952 -2.9210 1.8144 -0.2402
C -1.0116 -1.3432 1.2891 -0.0908
C -1.3489 -2.6988 1.3439 -0.1608
C -2.6047 -3.1190 0.8817 -0.2320
C -3.5299 -2.1847 0.4203 -0.2142
C -3.2327 -0.8183 0.4805 -0.2193
C -1.9855 -0.3974 0.9397 -0.1934
C 1.2512 -0.2015 0.6006 -0.0536
C 2.5885 0.2750 1.2419 -0.4205
C 3.6881 -0.5602 0.6224 -0.4183
C 3.1418 -0.9129 -0.7561 -0.2306
N 1.6752 -1.0253 -0.5785 -0.4083
C 0.9183 -0.9550 -1.7451 0.4099
C 1.3736 -0.2890 -2.9165 -0.3391
C 0.4975 0.5994 -3.4563 0.1465
N -0.7656 0.8171 -2.8707 -0.4450
C -1.3016 -0.3462 -2.2927 0.1178
C -0.4695 -1.2423 -1.6977 -0.3262
H 0.8898 -0.9278 4.4292 0.2308
H 2.3342 -2.5265 5.6424 0.2206
H 3.5269 -4.3431 4.3934 0.2205
H 3.1368 -4.6050 1.9300 0.2176
H 1.6018 -3.0228 0.7414 0.2270
H -0.6375 -3.4267 1.7401 0.2260
H -2.8459 -4.1832 0.8921 0.2222
H -4.4936 -2.5053 0.0240 0.2216
H -3.9648 -0.0667 0.1831 0.2276
H -1.7541 0.6626 1.0661 0.2391
H 0.6968 0.6671 0.2094 0.2415
H 2.7014 1.3103 0.9040 0.2525
H 2.5666 0.2465 2.3341 0.2404
H 4.6335 -0.0102 0.5498 0.2342
H 3.8615 -1.4794 1.1948 0.2176
H 3.3851 -0.0975 -1.4527 0.2212
H 3.5358 -1.8498 -1.1713 0.2087
H 2.3838 -0.3632 -3.3044 0.2678
H 0.7989 1.2853 -4.2401 0.2786
H -2.3816 -0.4434 -2.2770 0.2265
H -0.8258 -2.1116 -1.1570 0.2749


5.
105
Properties=species:S:1:pos:R:3:lowdin_charge:R:1 method="wB97M-V/def2-TZVPD" homo_ha=-0.307 homo_lumo_gap_ev=6.8 smiles="Cc1cccc(Cc2cccc3c2C(=O)N(CCO)C3=O)c1.c1ccncc1.c1ccncc1.c1ccncc1.c1ccncc1.c1ccncc1.c1ccncc1"
C -4.1963 3.7759 7.5904 -0.1311
C -4.2551 3.8686 5.9531 -0.1960
C -4.2070 2.5720 4.9522 -0.0357
C -4.2490 2.8447 3.3239 -0.0539
C -4.3170 4.3604 2.6326 -0.0379
C -4.3451 5.6581 3.6326 -0.1495
C -4.3679 7.2369 3.1970 -0.1704
C -3.6850 7.5756 1.7478 -0.0784
C -4.3856 8.6681 0.6932 -0.0001
C -3.6345 9.0242 -0.7493 -0.0412
C -2.1919 8.3170 -1.2011 0.0075
C -1.5438 7.2292 -0.1479 0.0082
C -2.2676 6.8797 1.3117 0.0291
C -1.2724 5.8089 2.0474 -0.2044
O -1.1561 5.3838 3.3069 0.0138
N -0.3448 5.3716 0.8935 -0.0481
C -0.5210 3.9030 0.5767 -0.1265
C 0.6385 2.9381 1.2558 -0.2034
O 0.5175 2.8028 2.7246 -0.1550
C -0.1505 6.3165 -0.2865 -0.1779
O 0.8122 6.3903 -1.2121 -0.0317
C -4.3265 5.3600 5.2774 0.0055
H -5.1104 3.1380 7.9832 0.0843
H -3.1895 3.2648 7.9770 0.0918
H -4.2347 4.8643 8.0506 0.0770
H -4.1325 1.4992 5.4439 0.0922
H -4.2027 1.8703 2.6408 0.0851
H -4.3204 4.5226 1.4672 0.0904
H -3.9169 7.8931 4.0730 0.1295
H -5.5174 7.5529 3.1329 0.1252
H -5.3969 9.1592 1.0470 0.0948
H -4.1924 9.8332 -1.4227 0.0920
H -1.6493 8.5865 -2.2246 0.1072
H -0.5255 3.6649 -0.5714 0.1382
H -1.5892 3.5866 0.9923 0.1401
H 1.7122 3.3781 1.0515 0.1320
H 0.5096 1.8350 0.8207 0.1353
H 0.8729 3.6484 3.1673 0.1064
H -4.3652 6.2921 6.0210 0.0952
C 4.0754 4.7592 -3.8199 -0.0723
C 2.9710 5.3236 -3.1905 -0.0652
C 1.7709 4.6317 -3.2269 -0.1446
N 1.6091 3.4400 -3.8424 0.0635
C 2.6987 2.9178 -4.4462 -0.2027
C 3.9408 3.5318 -4.4607 -0.0787
H 5.0331 5.2714 -3.8113 0.1054
H 3.0428 6.2791 -2.6835 0.0992
H 0.8810 5.0292 -2.7477 0.0726
H 2.5420 1.9606 -4.9355 0.0940
H 4.7825 3.0653 -4.9598 0.1039
C 3.6681 -1.3272 -2.9451 -0.0795
C 3.3574 0.0196 -2.7902 -0.0836
C 2.2034 0.3510 -2.0983 -0.1514
N 1.3582 -0.5595 -1.5672 0.0611
C 1.6853 -1.8592 -1.7352 -0.1571
C 2.8182 -2.2885 -2.4077 -0.0747
H 4.5649 -1.6254 -3.4803 0.1034
H 3.9985 0.7929 -3.1980 0.0867
H 1.9193 1.3885 -1.9481 0.0862
H 0.9889 -2.5711 -1.3011 0.0670
H 3.0326 -3.3461 -2.5108 0.1003
C -1.5112 -2.8710 2.9065 -0.0811
C -2.1836 -3.5361 1.8867 -0.0909
C -1.5009 -3.7898 0.7078 -0.1582
N -0.2187 -3.4248 0.4886 0.0507
C 0.4074 -2.7791 1.4963 -0.1422
C -0.1894 -2.4840 2.7115 -0.0638
H -2.0131 -2.6557 3.8453 0.1080
H -3.2143 -3.8499 2.0069 0.1044
H -1.9813 -4.3088 -0.1165 0.1051
H 1.4363 -2.4946 1.2944 0.1043
H 0.3624 -1.9645 3.4868 0.1066
C 1.3739 -8.0551 1.7579 -0.0798
C 0.5766 -6.9271 1.5953 -0.0729
C -0.0040 -6.3665 2.7217 -0.1438
N 0.1560 -6.8545 3.9713 0.0557
C 0.9340 -7.9515 4.0976 -0.1539
C 1.5593 -8.5800 3.0327 -0.0802
H 1.8467 -8.5214 0.8985 0.1034
H 0.4116 -6.4944 0.6150 0.0958
H -0.6321 -5.4836 2.6470 0.0724
H 1.0450 -8.3253 5.1116 0.1001
H 2.1751 -9.4577 3.1929 0.0859
C 2.1728 -13.2392 0.1804 -0.0817
C 1.2073 -13.0083 1.1545 -0.0776
C 1.6211 -12.5308 2.3878 -0.1571
N 2.9109 -12.2794 2.7018 0.0493
C 3.8258 -12.5150 1.7364 -0.1524
C 3.5093 -12.9881 0.4731 -0.0799
H 1.8863 -13.6121 -0.7987 0.1047
H 0.1576 -13.1950 0.9582 0.1015
H 0.9051 -12.3318 3.1798 0.1026
H 4.8553 -12.3072 2.0144 0.1013
H 4.2856 -13.1573 -0.2645 0.1007
C 0.2360 1.4312 -7.8337 -0.0721
C 0.3671 0.6806 -8.9973 -0.0810
C 1.5556 0.7691 -9.7043 -0.1562
N 2.5957 1.5464 -9.3311 0.0497
C 2.4384 2.2649 -8.1982 -0.1505
C 1.2905 2.2398 -7.4224 -0.0821
H -0.6803 1.3867 -7.2523 0.1072
H -0.4366 0.0416 -9.3452 0.0994
H 1.7076 0.2003 -10.6170 0.0992
H 3.2877 2.8831 -7.9210 0.0994
H 1.2199 2.8365 -6.5200 0.0773